{
  "formula": "C27H31Cl2KN5S5",
  "method": "ωB97M-V/def2-TZVPD",
  "e_above_lowest_kcal_mol": 28.8,
  "total_energy_ev": -131497.4094,
  "total_charge": -1,
  "gap_ev": 6.0,
  "homo_energy_ev": -3.910,
  "elements": ["K", "C", "S", "C", "S", "N", "N", "C", "C", "C", "C", "C", "C", "N", "H", "H", "H", "H", "H", "H", "H", "H", "C", "C", "S", "C", "C", "S", "C", "C", "S", "H", "H", "H", "H", "H", "H", "H", "H", "H", "H", "H", "H", "C", "C", "C", "C", "C", "C", "N", "N", "C", "C", "C", "C", "C", "C", "H", "H", "H", "H", "H", "H", "H", "H", "H", "Cl", "C", "Cl", "H", "H"],
  "coordinates": [[-0.158, 0.984, 0.447], [-1.922, 3.880, 5.028], [-0.159, 4.026, 4.647], [-0.034, 3.423, 2.941], [-1.369, 3.412, 1.916], [1.202, 3.195, 2.622], [1.702, 2.275, 1.856], [2.723, 2.489, 1.093], [3.461, 1.368, 0.538], [4.414, 1.580, -0.471], [5.164, 0.518, -0.938], [4.972, -0.741, -0.387], [4.000, -0.864, 0.597], [3.255, 0.136, 1.041], [-2.185, 4.686, 5.711], [-2.122, 2.914, 5.488], [-2.469, 3.976, 4.093], [3.096, 3.494, 0.891], [4.562, 2.578, -0.868], [5.893, 0.667, -1.727], [5.553, -1.594, -0.708], [3.813, -1.828, 1.059], [0.377, -3.485, 1.985], [1.023, -4.346, 0.903], [1.717, -3.394, -0.491], [1.070, -4.342, -1.900], [-0.449, -4.419, -2.010], [-1.260, -2.782, -1.931], [-2.556, -3.091, -0.710], [-2.117, -3.414, 0.717], [-0.881, -2.281, 1.448], [1.124, -2.858, 2.475], [-0.077, -4.136, 2.735], [0.301, -5.048, 0.489], [1.836, -4.929, 1.340], [1.495, -5.347, -1.861], [1.481, -3.822, -2.764], [-0.876, -5.032, -1.216], [-0.707, -4.880, -2.965], [-3.200, -3.892, -1.081], [-3.111, -2.156, -0.716], [-1.705, -4.422, 0.790], [-3.001, -3.366, 1.356], [1.339, 4.250, -4.208], [-0.028, 4.172, -4.444], [-0.821, 3.308, -3.714], [-0.264, 2.496, -2.713], [1.115, 2.591, -2.478], [1.901, 3.452, -3.221], [-1.033, 1.739, -1.841], [-2.163, 1.373, -2.254], [-3.055, 0.870, -1.319], [-4.410, 0.948, -1.711], [-5.406, 0.448, -0.901], [-5.080, -0.082, 0.344], [-3.749, -0.082, 0.756], [-2.694, 0.277, -0.085], [1.957, 4.930, -4.781], [-0.481, 4.803, -5.200], [-1.888, 3.249, -3.878], [1.563, 1.972, -1.703], [2.966, 3.509, -3.021], [-4.662, 1.479, -2.626], [-6.441, 0.497, -1.223], [-5.859, -0.500, 0.977], [-3.523, -0.437, 1.763], [1.149, -0.670, -3.380], [2.768, -0.028, -3.685], [3.776, -1.174, -4.586], [3.250, 0.157, -2.732], [2.671, 0.881, -4.266]],
  "lowdin_charge": [0.51, -0.46, 0.76, -1.16, 0.51, -0.13, -0.09, -0.15, -0.29, -0.05, -0.11, -0.08, -0.17, 0.12, 0.02, 0.02, -0.04, 0.12, 0.10, 0.11, 0.10, 0.08, -0.54, -0.52, 0.82, -0.55, -0.53, 0.81, -0.54, -0.50, 0.83, 0.07, 0.07, 0.05, 0.07, 0.07, 0.05, 0.05, 0.07, 0.08, 0.03, 0.06, 0.07, -0.10, -0.09, -0.02, -0.28, -0.07, -0.10, -0.03, 0.08, -0.33, -0.06, -0.13, -0.12, -0.19, -0.17, 0.09, 0.10, 0.10, 0.08, 0.10, 0.09, 0.08, 0.09, 0.07, 0.57, -1.01, 0.50, -0.01, 0.02]
}

=====

{
  "formula": "C2H3FOTl",
  "method": "ωB97M-V/def2-TZVPD",
  "e_above_lowest_kcal_mol": 70.5,
  "total_energy_ev": -11552.9597,
  "multiplicity": 2,
  "total_charge": 2,
  "gap_ev": [5.6, 6.6],
  "homo_energy_ev": [-19.966, -20.663],
  "elements": ["H", "O", "C", "C", "Tl", "H", "H", "F"],
  "coordinates": [[0.418, 0.137, -1.345], [0.927, -0.070, -0.439], [-0.269, -0.435, 0.410], [-1.426, -0.127, -0.467], [2.555, 0.636, 0.072], [-0.189, 0.182, 1.321], [-0.188, -1.516, 0.590], [-1.828, 1.194, -0.143]],
  "lowdin_charge": [0.19, -0.40, -0.08, 0.46, 1.35, 0.16, 0.17, 0.15]
}

=====

{
  "formula": "C28H23BrN6O4SZr",
  "method": "ωB97M-V/def2-TZVPD",
  "e_above_lowest_kcal_mol": 27.3,
  "total_energy_ev": -128702.2452,
  "total_charge": 0,
  "gap_ev": 7.3,
  "homo_energy_ev": -7.586,
  "elements": ["Zr", "N", "C", "S", "N", "N", "C", "C", "C", "C", "C", "C", "C", "O", "H", "H", "H", "H", "H", "H", "H", "C", "O", "C", "C", "C", "C", "C", "C", "N", "N", "C", "O", "C", "C", "C", "C", "C", "C", "C", "O", "H", "H", "H", "H", "H", "H", "H", "H", "H", "H", "H", "H", "Br", "C", "C", "C", "C", "C", "N", "H", "H", "H", "H"],
  "coordinates": [[0.502, -0.153, -0.381], [5.072, 0.580, -0.337], [3.708, 0.508, -0.369], [3.025, -0.984, -0.893], [3.107, 1.592, 0.054], [1.730, 1.593, 0.087], [1.224, 2.731, 0.434], [-0.177, 3.070, 0.535], [-0.500, 4.299, 1.130], [-1.802, 4.731, 1.245], [-2.828, 3.938, 0.734], [-2.541, 2.733, 0.129], [-1.223, 2.264, 0.017], [-0.990, 1.112, -0.576], [5.570, -0.118, -0.859], [5.477, 1.499, -0.272], [1.936, 3.520, 0.673], [0.306, 4.917, 1.509], [-2.023, 5.683, 1.709], [-3.855, 4.273, 0.800], [-3.327, 2.116, -0.285], [2.530, -2.349, 2.973], [1.212, -2.612, 3.459], [0.311, -3.165, 2.591], [-0.477, -4.197, 3.057], [-1.414, -4.811, 2.227], [-1.543, -4.400, 0.922], [-0.790, -3.325, 0.432], [-1.011, -2.873, -0.923], [-0.504, -1.789, -1.395], [-0.801, -1.449, -2.701], [-0.140, -0.385, -3.092], [0.721, 0.245, -2.362], [-0.393, 0.095, -4.469], [0.508, 0.987, -5.044], [0.299, 1.451, -6.333], [-0.815, 1.035, -7.047], [-1.717, 0.148, -6.474], [-1.508, -0.325, -5.190], [0.129, -2.663, 1.284], [0.795, -1.599, 0.893], [3.200, -2.491, 3.821], [2.628, -1.331, 2.601], [2.808, -3.036, 2.173], [-0.339, -4.526, 4.079], [-2.020, -5.621, 2.609], [-2.254, -4.882, 0.261], [-1.659, -3.469, -1.564], [1.368, 1.301, -4.469], [1.007, 2.137, -6.781], [-0.981, 1.405, -8.051], [-2.586, -0.174, -7.034], [-2.196, -1.019, -4.728], [-2.549, -0.642, 1.135], [-1.359, -0.011, 2.469], [-1.755, -0.096, 3.793], [-0.858, 0.319, 4.760], [0.382, 0.794, 4.363], [0.671, 0.849, 3.015], [-0.185, 0.459, 2.066], [-2.733, -0.486, 4.034], [-1.124, 0.264, 5.808], [1.120, 1.116, 5.084], [1.629, 1.217, 2.666]],
  "lowdin_charge": [1.61, 0.05, -0.88, 0.64, -0.02, -0.16, -0.08, -0.15, -0.04, -0.10, -0.07, -0.03, -0.36, -0.32, 0.07, 0.09, 0.13, 0.11, 0.10, 0.11, 0.11, -0.06, -0.09, -0.22, 0.01, -0.08, -0.06, -0.19, -0.07, -0.13, 0.09, -0.44, -0.24, -0.14, -0.02, -0.08, -0.09, -0.08, -0.03, -0.28, -0.34, 0.09, 0.07, 0.10, 0.12, 0.10, 0.11, 0.14, 0.12, 0.10, 0.10, 0.10, 0.11, 0.98, -0.65, -0.08, -0.04, -0.04, -0.11, -0.01, 0.10, 0.12, 0.11, 0.11]
}

=====

{
  "formula": "C54H64CsN6P2S2SeSi2",
  "method": "ωB97M-V/def2-TZVPD",
  "e_above_lowest_kcal_mol": 5.3,
  "total_energy_ev": -187880.8682,
  "total_charge": -1,
  "gap_ev": 4.3,
  "homo_energy_ev": -3.419,
  "elements": ["Cs", "C", "Si", "C", "C", "N", "P", "C", "P", "N", "Si", "C", "C", "C", "C", "C", "C", "C", "C", "C", "C", "C", "C", "C", "C", "C", "C", "C", "C", "C", "C", "C", "C", "C", "C", "C", "C", "C", "H", "H", "H", "H", "H", "H", "H", "H", "H", "H", "H", "H", "H", "H", "H", "H", "H", "H", "H", "H", "H", "H", "H", "H", "H", "H", "H", "H", "H", "H", "H", "H", "H", "H", "H", "H", "H", "H", "S", "C", "N", "C", "C", "N", "C", "C", "C", "C", "C", "C", "C", "C", "S", "C", "C", "C", "C", "C", "C", "C", "H", "H", "H", "H", "H", "H", "H", "H", "H", "H", "H", "H", "H", "H", "H", "H", "H", "H", "C", "N", "C", "C", "N", "C", "C", "Se", "H", "H", "H", "H", "H", "H", "H", "H"],
  "coordinates": [[0.621, -0.265, -1.693], [-1.876, 1.642, 2.521], [-0.732, 0.138, 2.352], [-0.167, -0.281, 4.111], [-1.899, -1.250, 1.817], [0.475, 0.303, 1.203], [1.758, 1.280, 1.125], [2.347, 1.643, -0.357], [3.608, 1.333, -1.374], [3.308, 0.442, -2.660], [4.101, 0.158, -4.112], [3.385, -1.396, -4.912], [3.883, 1.564, -5.362], [5.974, -0.104, -3.988], [5.046, 0.567, -0.520], [5.201, -0.815, -0.609], [6.230, -1.461, 0.060], [7.135, -0.730, 0.818], [6.987, 0.646, 0.920], [5.942, 1.286, 0.268], [4.277, 2.930, -2.000], [3.350, 3.931, -2.289], [3.744, 5.123, -2.877], [5.084, 5.343, -3.174], [6.018, 4.362, -2.879], [5.617, 3.164, -2.301], [1.195, 2.837, 1.951], [0.569, 3.781, 1.139], [0.008, 4.931, 1.674], [0.077, 5.166, 3.041], [0.709, 4.243, 3.862], [1.257, 3.086, 3.322], [3.007, 0.668, 2.331], [3.072, -0.673, 2.686], [4.043, -1.136, 3.566], [4.956, -0.253, 4.119], [4.909, 1.090, 3.768], [3.955, 1.540, 2.869], [-2.842, 1.347, 2.945], [-2.038, 2.081, 1.534], [-1.451, 2.423, 3.153], [-1.027, -0.353, 4.784], [0.504, 0.483, 4.506], [0.374, -1.231, 4.147], [-2.766, -1.319, 2.481], [-1.394, -2.219, 1.798], [-2.246, -1.040, 0.800], [2.342, -1.234, -5.198], [3.403, -2.234, -4.211], [3.937, -1.686, -5.810], [2.827, 1.832, -5.453], [4.248, 1.279, -6.353], [4.422, 2.460, -5.042], [6.226, -0.936, -3.327], [6.488, 0.784, -3.617], [6.377, -0.327, -4.982], [4.504, -1.379, -1.219], [6.329, -2.538, -0.015], [7.945, -1.230, 1.335], [7.678, 1.222, 1.525], [5.815, 2.357, 0.376], [2.313, 3.755, -2.024], [3.007, 5.886, -3.100], [5.397, 6.275, -3.630], [7.066, 4.526, -3.103], [6.357, 2.403, -2.088], [0.551, 3.593, 0.070], [-0.480, 5.648, 1.025], [-0.354, 6.066, 3.463], [0.773, 4.420, 4.930], [1.731, 2.368, 3.979], [2.343, -1.357, 2.273], [4.084, -2.189, 3.821], [5.710, -0.609, 4.810], [5.633, 1.784, 4.180], [3.940, 2.582, 2.571], [-2.380, 1.195, -1.690], [-3.782, 0.325, -1.707], [-5.007, 0.888, -1.663], [-6.211, 0.080, -1.658], [-5.977, -1.135, -0.803], [-4.837, -1.859, -1.344], [-4.941, -3.313, -1.361], [-5.217, -3.891, 0.003], [-4.401, -3.547, 1.076], [-4.633, -4.081, 2.332], [-5.682, -4.972, 2.530], [-6.501, -5.316, 1.465], [-6.272, -4.771, 0.208], [-3.739, -1.200, -1.768], [-2.377, -1.962, -2.307], [-5.216, 2.331, -1.620], [-5.768, 2.767, -0.287], [-5.042, 2.502, 0.871], [-5.525, 2.902, 2.105], [-6.743, 3.566, 2.195], [-7.472, 3.829, 1.046], [-6.985, 3.429, -0.192], [-6.476, -0.223, -2.679], [-7.024, 0.682, -1.251], [-6.844, -1.795, -0.825], [-5.795, -0.844, 0.237], [-3.996, -3.686, -1.754], [-5.739, -3.598, -2.055], [-3.586, -2.851, 0.925], [-3.995, -3.798, 3.160], [-5.863, -5.390, 3.511], [-7.324, -6.003, 1.613], [-6.918, -5.037, -0.622], [-5.906, 2.599, -2.426], [-4.253, 2.801, -1.813], [-4.086, 1.997, 0.803], [-4.937, 2.706, 2.992], [-7.119, 3.882, 3.160], [-8.420, 4.348, 1.110], [-7.552, 3.640, -1.092], [0.997, -3.697, 1.233], [0.109, -4.386, 0.315], [-1.181, -4.790, 0.596], [-1.701, -5.285, -0.541], [-0.722, -5.189, -1.512], [-0.884, -5.535, -2.906], [0.401, -4.636, -0.988], [2.007, -4.366, -1.833], [0.712, -3.953, 2.253], [0.920, -2.615, 1.104], [2.019, -4.013, 1.034], [-1.609, -4.689, 1.575], [-2.670, -5.704, -0.743], [-1.613, -6.339, -2.988], [0.079, -5.857, -3.297], [-1.222, -4.668, -3.475]],
  "lowdin_charge": [0.79, -0.17, 0.26, -0.17, -0.17, -0.37, 0.53, -0.60, 0.52, -0.39, 0.26, -0.19, -0.18, -0.17, -0.27, -0.09, -0.09, -0.11, -0.10, -0.11, -0.26, -0.09, -0.10, -0.12, -0.10, -0.11, -0.27, -0.09, -0.10, -0.12, -0.11, -0.11, -0.27, -0.09, -0.09, -0.11, -0.10, -0.11, 0.01, 0.01, 0.02, 0.02, 0.01, 0.01, 0.03, 0.00, 0.01, 0.02, 0.00, 0.02, 0.02, 0.02, 0.01, 0.02, 0.01, 0.02, 0.09, 0.10, 0.09, 0.10, 0.11, 0.09, 0.09, 0.09, 0.09, 0.09, 0.09, 0.09, 0.09, 0.09, 0.09, 0.07, 0.09, 0.09, 0.10, 0.11, 0.67, -0.71, -0.12, -0.12, -0.11, -0.11, -0.13, -0.22, -0.04, -0.07, -0.09, -0.09, -0.05, -0.71, 0.67, -0.13, -0.21, -0.02, -0.06, -0.09, -0.09, -0.06, 0.14, 0.13, 0.13, 0.14, 0.05, 0.13, 0.08, 0.11, 0.10, 0.10, 0.11, 0.13, 0.07, 0.08, 0.10, 0.10, 0.10, 0.11, -0.04, -0.12, -0.06, -0.07, -0.13, -0.05, -0.76, 0.59, 0.10, 0.07, 0.06, 0.11, 0.12, 0.09, 0.05, 0.08]
}

=====

{
  "formula": "C8H15N2O",
  "method": "ωB97M-V/def2-TZVPD",
  "e_above_lowest_kcal_mol": 79.2,
  "total_energy_ev": -13562.2940,
  "total_charge": -1,
  "gap_ev": [5.7, 5.7],
  "smiles": "CC/C=N/[C@@]1(C)N([O-])C1(C)C",
  "homo_energy_ev": [-1.883, -1.884],
  "elements": ["C", "C", "C", "N", "C", "C", "N", "O", "C", "C", "C", "H", "H", "H", "H", "H", "H", "H", "H", "H", "H", "H", "H", "H", "H", "H"],
  "coordinates": [[3.708, -0.646, 0.779], [2.852, 0.075, -0.189], [1.446, 0.160, 0.233], [0.709, -0.303, -0.716], [-0.663, -0.461, -0.568], [-1.412, -1.331, -1.531], [-0.992, -0.622, 0.989], [-1.704, -1.625, 1.369], [-1.508, 0.491, 0.251], [-0.942, 1.895, 0.307], [-3.035, 0.553, 0.056], [3.066, -1.476, 1.268], [4.102, -0.067, 1.675], [4.496, -1.325, 0.432], [2.890, -0.415, -1.093], [3.412, 0.972, -0.334], [1.279, 0.410, 1.205], [-2.464, -1.154, -1.596], [-1.409, -2.365, -1.256], [-0.974, -1.257, -2.568], [-1.568, 2.401, 1.088], [-1.003, 2.448, -0.669], [-0.058, 1.820, 0.746], [-3.607, -0.331, -0.091], [-3.282, 1.303, -0.753], [-3.338, 0.849, 0.967]],
  "lowdin_charge": [-0.16, -0.29, -0.19, 0.11, -0.41, -0.05, -0.17, -0.28, -0.47, -0.04, -0.05, 0.10, 0.08, 0.05, 0.07, 0.09, 0.08, 0.04, 0.05, 0.08, 0.09, 0.11, -0.01, 0.05, 0.10, 0.03]
}

=====

{
  "formula": "C17H18BN7O4Tc",
  "method": "ωB97M-V/def2-TZVPD",
  "e_above_lowest_kcal_mol": 0.0,
  "total_energy_ev": -39396.3113,
  "multiplicity": 4,
  "total_charge": 2,
  "gap_ev": [6.6, 3.1],
  "homo_energy_ev": [-14.688, -14.661],
  "elements": ["H", "N", "B", "N", "C", "Tc", "H", "C", "H", "C", "H", "C", "H", "H", "H", "N", "N", "N", "N", "C", "C", "H", "H", "C", "C", "C", "C", "H", "H", "H", "H", "H", "O", "C", "O", "C", "C", "C", "C", "C", "C", "N", "O", "O", "H", "H", "H", "H"],
  "coordinates": [[2.092, -2.395, -0.223], [1.872, -0.266, -0.343], [2.449, 2.223, -0.790], [2.809, 0.734, -0.718], [3.985, 0.172, -0.988], [-0.001, 0.325, 0.284], [4.812, 0.798, -1.280], [3.889, -1.205, -0.829], [4.691, -1.910, -0.959], [2.558, -1.446, -0.447], [3.319, 2.889, -1.274], [-3.137, 0.217, 2.364], [-3.925, -0.456, 2.737], [-3.333, 0.592, 1.361], [-3.015, 1.008, 3.121], [2.196, 2.656, 0.654], [1.111, 2.409, -1.551], [1.223, 2.039, 1.422], [-0.032, 1.588, -1.319], [2.825, 3.637, 1.324], [0.831, 3.302, -2.498], [3.597, 4.229, 0.866], [1.575, 4.039, -2.767], [2.288, 3.678, 2.614], [-0.463, 3.085, -2.980], [1.290, 2.670, 2.631], [-0.965, 1.986, -2.250], [2.599, 4.312, 3.402], [-0.958, 3.648, -3.733], [0.691, 2.444, 3.494], [-1.922, 1.478, -2.340], [-2.186, -0.338, 2.202], [-0.112, -2.715, 1.308], [-1.108, -2.438, 0.635], [-1.248, -1.250, 0.035], [-2.202, -3.483, 0.441], [-3.260, -3.266, -0.450], [-4.202, -4.244, -0.714], [-4.098, -5.476, -0.036], [-3.072, -5.722, 0.905], [-2.146, -4.716, 1.127], [-5.060, -6.515, -0.326], [-5.942, -6.287, -1.178], [-4.971, -7.604, 0.273], [-3.327, -2.307, -0.954], [-5.019, -4.129, -1.422], [-3.069, -6.704, 1.380], [-1.348, -4.911, 1.842]],
  "lowdin_charge": [0.11, -0.09, -0.53, 0.00, -0.02, 1.60, 0.15, 0.00, 0.12, -0.07, 0.14, -0.04, 0.04, 0.01, 0.04, -0.06, 0.00, -0.04, -0.12, -0.02, -0.02, 0.14, 0.15, -0.01, 0.00, -0.09, -0.07, 0.10, 0.11, 0.11, 0.12, -0.02, 0.08, -0.51, -0.25, -0.02, 0.06, 0.14, -0.04, 0.10, 0.13, -0.29, 0.14, 0.13, 0.14, 0.16, 0.15, 0.16]
}